{"formula": "H20O10", "method": "wB97M-V/def2-TZVPD", "elements": ["O", "H", "H", "O", "H", "H", "O", "H", "H", "O", "H", "H", "O", "H", "H", "O", "H", "H", "O", "H", "H", "O", "H", "H", "O", "H", "H", "O", "H", "H"], "positions_angstrom": [[-13.6344, -0.1656, 47.1644], [-12.8789, -0.5363, 47.5955], [-14.3968, -0.0801, 47.7538], [-9.0963, 2.9819, 49.0616], [-9.0035, 2.5465, 49.8129], [-10.0428, 3.2302, 48.9610], [-11.8857, 2.5134, 50.8381], [-11.6573, 2.9937, 51.5901], [-12.5393, 3.1748, 50.3796], [-10.4713, 0.3057, 46.2656], [-10.9646, 0.8477, 45.6375], [-10.6202, -0.5114, 45.7617], [-10.7630, 0.3880, 49.3697], [-11.0097, 0.8229, 48.5375], [-11.1781, 0.8299, 50.0564], [-9.1648, 1.3923, 52.3017], [-9.8212, 0.9102, 52.8328], [-8.7523, 0.6664, 51.7657], [-8.2263, -0.3268, 50.3871], [-8.0996, -1.3665, 50.4545], [-9.0890, -0.2090, 49.9012], [-13.3334, 0.9543, 52.6045], [-12.5229, 0.4714, 52.8465], [-13.0294, 1.3853, 51.7422], [-12.3096, -2.1166, 48.8962], [-12.1335, -3.0635, 48.9723], [-11.6957, -1.6648, 49.6343], [-13.2370, 2.6963, 47.8206], [-13.3717, 1.9049, 47.2463], [-13.6085, 3.3894, 47.3001]], "forces_ev_per_a": [[-1.11, 1.20, -1.20], [0.42, -0.72, 0.99], [0.67, -0.43, 0.16], [-1.53, 3.66, -5.82], [0.42, -3.14, 5.50], [1.13, -0.44, 0.36], [-2.73, 1.16, -3.39], [1.06, 1.10, 2.32], [1.69, -2.07, 0.79], [-0.67, -0.45, -1.01], [0.08, 0.89, 0.39], [0.49, -0.41, 0.75], [1.14, -1.93, -2.18], [0.28, -0.16, 0.20], [-1.26, 1.83, 1.99], [-0.34, -0.88, -0.03], [0.38, 0.39, -0.11], [-0.07, 0.60, 0.24], [-0.41, -3.39, -0.15], [-0.40, 3.40, -0.25], [0.78, -0.02, 0.21], [1.13, 0.28, -1.41], [-0.60, 0.13, 0.11], [-0.66, -0.60, 1.54], [2.05, 1.28, 2.53], [-0.04, 0.20, 0.00], [-1.97, -1.37, -2.67], [0.23, -1.32, -0.15], [0.22, 0.22, 0.75], [-0.36, 0.99, -0.45]], "e_tot_ev": -20799.3494, "smiles": "O.O.O.O.O.O.O.O.O.O", "homo_lumo_gap_ev": 10.84, "lumo_energy_ha": 0.0011}